Density functional theory data (the ωB97M-V functional and the def2-TZVPD basis) for 2 unconnected molecules or ions with the total composition CH8NOSi.

Structure (ORCA input):
```
! wB97M-V def2-TZVPD RIJCOSX def2/J DEFGRID3
* xyz 1 1
H -1.72030 1.23530 0.69691
H -1.25551 1.15471 -1.06902
H -3.31583 -0.40653 -0.08996
H 3.25795 -1.24008 1.17288
H -2.16990 -1.22398 -1.17231
H 3.29737 0.08790 -1.13840
Si 3.63861 0.04163 0.38319
N -2.38505 -0.56868 -0.30329
H 4.14024 1.35058 0.97288
H -2.23131 -1.21689 0.47087
C -1.14622 0.70225 -0.07432
O -0.11005 0.08381 0.15057
*
```

## Properties
LUMO = -7.129 eV
HOMO-LUMO gap = 4.54 eV
Total energy = -12570.4001 eV

Löwdin population analysis, charges in e, atoms 1 to 5: number 1, H, carries 0.0979; number 2, H, carries 0.0940; number 3, H, carries 0.0680; number 4, H, carries -0.0411; number 5, H, carries 0.1813

=====

Density functional theory data (the ωB97M-V functional and the def2-TZVPD basis) for a molecular structure, C6H8N2.

Structure (ORCA input):
```
! wB97M-V def2-TZVPD RIJCOSX def2/J DEFGRID3
* xyz 0 1
N -0.14764 -2.53258 0.34249
H -0.55191 1.17078 1.71824
C 1.87449 0.88220 0.67627
C -0.44281 -0.21206 -1.99147
N -1.54070 -0.14046 0.43684
C -1.47660 0.68595 1.37696
H 2.62618 1.64828 0.81106
C 1.10105 0.86123 -0.41033
C 0.10646 -1.38773 0.11128
H 1.81717 0.11607 1.43852
C 0.06112 -0.12762 -0.71505
H -1.20448 -0.93103 -2.25043
H -2.39810 0.96163 1.89992
H 1.18843 1.64857 -1.15073
H 0.03116 0.34474 -2.78678
H -1.04383 -2.98798 0.49320
*
```

## Properties
LUMO (alpha / beta) = 0.051 / 0.045 eV
HOMO-LUMO gap (alpha / beta) = 6.99 / 6.98 eV
Total energy = -9325.3577 eV

Löwdin population analysis, charges in e, atoms 1 to 5: number 1, N, carries 0.2144; number 2, H, carries 0.0564; number 3, C, carries 0.0154; number 4, C, carries 0.0044; number 5, N, carries 0.0241

=====

Density functional theory data (the ωB97M-V functional and the def2-TZVPD basis) for a molecular structure, C35H81I2N3O10PS10.

Structure (ORCA input):
```
! wB97M-V def2-TZVPD RIJCOSX def2/J DEFGRID3
* xyz 1 1
H 2.31009 -8.49292 4.11354
O -3.58682 0.83201 3.58571
C -6.16971 -8.59928 1.81655
H 4.84877 -9.05721 4.27575
H 6.79404 -6.13672 1.59631
C 2.52384 -7.52193 3.66851
H -3.17398 1.84550 -0.04679
H -7.04905 -8.72007 1.18864
S 3.94409 -7.64398 2.57866
H 2.40739 5.02747 -1.56247
H -7.12648 0.41695 3.42806
H 9.90136 -3.24538 1.96062
O 4.26803 -6.25520 2.14605
H -0.19043 5.52387 -3.14880
I -0.94860 -5.70576 1.41634
S -7.92435 5.98176 -6.35456
C 5.64041 -4.35167 1.57888
C 9.12182 -3.97533 1.85448
H 5.24560 -6.28553 2.41332
C 1.33489 -1.64924 3.15018
H 5.03879 -4.64421 0.73708
S -2.59134 3.93849 -1.02040
C 3.66777 -2.09806 -0.18930
H -6.53276 7.25453 -4.91959
H 5.88680 -0.48962 0.34360
H 1.92151 -5.00701 2.51188
S -3.98953 9.12567 -3.25899
H -1.08833 -1.00865 4.12047
H -3.34810 -6.32178 2.44643
H 1.97907 -4.58341 -1.67230
H 4.61129 0.06397 2.97658
S 7.52603 2.58437 0.52256
I -1.46502 -1.87455 0.61351
P 1.84771 -3.19231 -1.80081
C 8.44006 2.01659 1.96057
C 2.42239 -2.45357 -0.22030
H 7.88409 2.25780 2.86653
S 0.12243 -2.67031 -2.48340
O -8.56519 5.16833 -5.28570
H 2.62066 -4.08874 1.22926
C -0.38143 -0.20831 4.04037
H -1.53163 1.81476 -0.75864
C 3.48268 -1.43869 2.00706
H -4.09577 2.62707 -2.31825
H 0.32684 6.93538 -4.10997
C -9.24516 6.73102 -7.31409
N 6.80552 -3.65477 1.04712
H -5.99248 -0.37183 1.24832
H -8.14928 7.97428 -5.04408
C 6.48036 -2.50480 0.22218
H 0.70156 -2.50630 3.27985
H 9.26037 -4.68942 2.64554
H 2.72156 -6.78486 4.44761
S -4.88186 0.99405 2.86363
H -3.44171 4.00890 -3.22152
H 2.02040 5.85233 -0.03502
N 1.68982 -2.33327 0.86606
O -5.34689 8.90333 -3.82097
H 7.40269 -2.08395 -0.13848
H -9.93431 7.24684 -6.64598
H 0.08225 0.01015 4.99461
C -8.24640 2.77122 -4.18383
C -6.92470 0.62898 -5.08240
H -9.07355 2.47995 -4.83006
H 8.48180 4.69764 1.03365
H -6.47225 -8.50419 2.85907
H -1.81911 2.62532 0.80199
H -2.07346 10.30786 -4.05645
H 1.48301 5.61952 -3.78688
H 0.75697 4.92327 -0.87586
H 4.91820 -1.53725 3.50924
S 1.14668 7.03484 -1.89084
C -3.19598 3.20441 -2.53178
C 0.34088 -2.90234 0.91357
H -5.50907 -9.45625 1.68799
H 6.06720 -1.16328 1.91007
H 1.68164 -7.20013 3.06132
C 5.71472 -1.38606 0.92849
C -6.17928 0.43230 3.96573
H -7.51431 3.35228 -4.74314
H 6.98157 4.40062 1.96577
H 5.15582 -7.32651 4.61593
H 6.10712 -8.18005 3.37637
H 5.95910 -2.87441 -0.63861
H -4.46928 -7.19301 3.53454
C 7.46641 4.30539 0.99329
H 9.41810 2.49527 1.97642
H -4.24647 -0.24383 0.95704
H 5.06954 -3.75828 2.28590
C 2.20215 -1.79821 1.96419
C 0.64225 6.18622 -3.38574
H -3.58562 11.21014 -4.30783
O -6.25397 1.74533 -2.77776
H 8.56481 0.93781 1.88309
C -7.34068 7.50049 -5.59947
C 4.25142 -1.62575 0.91891
H 6.56403 -5.47106 3.17163
N 0.57037 -0.44346 2.97398
H 6.90387 4.85315 0.24526
H -6.27759 1.34936 -5.58255
S -5.31903 -7.10789 1.29650
H -9.77087 5.93963 -7.84342
C -4.02738 -7.18481 2.53800
H 9.19225 -4.50564 0.92918
H -4.84850 -1.30923 2.23901
H -5.93761 -0.56298 4.33779
S -7.47204 1.29950 -3.50979
H -6.37194 -0.28677 -4.88529
O -6.19565 -5.96865 1.65113
H -3.47728 6.82192 -3.10127
C -5.01018 -0.37474 1.71696
O -1.28991 4.58652 -1.34224
C 1.63303 5.55526 -1.00613
H -3.14318 7.45475 -4.73219
C -3.05459 7.65202 -3.66304
C 4.13060 -0.86536 3.20854
H 1.17300 0.34847 2.82158
O 6.13505 2.02740 0.63764
C 1.81227 -4.75213 1.47573
H -3.17986 9.85571 -5.39001
H 4.24651 -2.24525 -1.06528
H -0.95971 0.65771 3.78620
H 1.95220 -5.65175 0.90911
O 7.55434 -2.68570 3.00956
C 6.07990 -5.64116 2.22213
C 7.78135 -3.35664 2.04728
H -6.96917 8.17092 -6.37367
H -8.62488 3.36527 -3.35614
H 2.84952 -2.76850 -2.67975
H 3.48161 -0.73605 4.04540
C -3.11476 10.23202 -4.36905
H -8.81765 7.42911 -8.03318
H -2.00606 7.77438 -3.39228
C -2.24366 2.39904 -0.17400
H -6.24152 1.13228 4.79578
O 2.38879 7.80168 -2.20436
H 1.93370 -1.59118 4.04416
C 0.47506 -4.17228 1.21083
H -2.42765 2.56734 -2.97170
C 5.12976 -8.09665 3.84530
H -7.79327 0.40494 -5.70056
H -3.45132 -8.09671 2.37336
*
```

## Properties
LUMO = -3.525 eV
HOMO-LUMO gap = 5.74 eV
Total energy = -196375.9123 eV

Löwdin population analysis, charges in e, atoms 1 to 5: number 1, H, carries 0.0649; number 2, O, carries -0.5651; number 3, C, carries -0.2671; number 4, H, carries 0.0689; number 5, H, carries 0.0951

=====

Density functional theory data (the ωB97M-V functional and the def2-TZVPD basis) for a gas-phase ion, C10H16N (charge +1).

Structure (ORCA input):
```
! wB97M-V def2-TZVPD RIJCOSX def2/J DEFGRID3
* xyz 1 1
H 0.98810 1.43949 3.39565
H -0.78168 -0.88510 1.58553
C -0.70040 0.64612 -1.57890
H -0.97234 -1.19248 -2.79788
C 0.65913 1.50147 2.29070
C -2.23068 0.39130 -1.79645
C 1.54106 0.51349 1.45647
H 2.49723 -1.09270 -0.13808
H -2.80341 0.54138 -0.93772
H 0.80877 -2.44046 -1.47973
C -0.75160 -1.38584 -0.52329
H 1.79508 -0.39436 1.98261
C 1.58356 -0.67787 -0.51049
N 1.03958 0.38599 0.15611
H -2.58198 0.67621 -2.84007
H -0.21240 1.54474 -1.98065
H 0.67016 2.54947 1.89954
H -2.27643 -0.40305 0.61855
C -0.34733 0.71749 -0.00492
H 1.76332 -0.31869 -1.63471
H 2.50631 1.04646 1.37487
C -1.18905 -0.73469 -1.85345
C -1.17531 -0.52070 0.62204
H 0.61900 -2.60666 0.47058
C 0.57012 -1.95188 -0.50489
H -0.37087 1.01744 2.30638
H -0.64796 1.63343 0.42220
*
```

## Properties
LUMO = -5.354 eV
HOMO-LUMO gap = 7.66 eV
Total energy = -12108.6750 eV

Löwdin population analysis, charges in e, atoms 1 to 5: number 1, H, carries 0.1151; number 2, H, carries 0.1341; number 3, C, carries -0.1290; number 4, H, carries 0.1457; number 5, C, carries -0.0655

=====

Density functional theory data (the ωB97M-V functional and the def2-TZVPD basis) for a molecular structure, C36H42IN5RhSb.

Structure (ORCA input):
```
! wB97M-V def2-TZVPD RIJCOSX def2/J DEFGRID3
* xyz 0 5
H 2.74135 1.50137 1.22719
C 0.45731 -4.76779 -0.98037
C -2.15969 2.15713 2.79946
Rh -0.76303 -0.42130 -0.23233
C -0.67677 3.61038 -0.46923
C -1.16359 2.60099 0.44932
N 1.69526 -0.19711 -1.20709
C -0.29664 5.11991 1.37915
H 1.09777 1.52443 0.52514
H -0.12052 2.21686 -3.62489
H 0.08628 6.05947 1.74773
H 3.58132 -1.70918 -3.51806
H 2.66864 -2.48997 0.45364
C 0.07848 2.30779 -2.55593
C 2.58742 0.67254 -0.72911
C -1.20914 1.13097 3.41664
H 1.28280 -0.02198 2.68633
C -2.67980 -0.33465 -4.77377
C -1.26234 -2.45953 2.09119
H -0.80590 -1.22395 -5.35576
H 4.59974 1.40839 -0.76477
C -0.35716 -4.64009 1.24842
C -3.51344 -0.08399 -3.69884
H 0.30152 -6.46206 0.32998
H -4.48244 0.36602 -3.84667
H -4.02856 2.16709 1.70909
H -3.94050 0.95014 2.98535
C 3.18695 -2.34872 1.39326
H 5.02643 -1.80771 4.73256
C -1.46638 -0.96057 -4.53950
H -3.86211 -1.06358 -0.54840
H -2.97540 -0.07053 -5.77765
H -1.09591 4.52119 3.27094
H -0.16562 1.35343 -2.08165
C 2.15947 1.64594 0.31892
N -1.90883 -0.99850 -2.20857
H -0.62505 -5.08706 2.19142
C 4.36359 -3.02106 1.65369
H -0.44989 4.37147 -2.42714
C -3.98464 -0.22749 -1.23454
C 4.28362 -0.15819 -2.19840
H -5.02830 -0.14324 -1.52275
C 3.90006 0.70513 -1.19164
C 0.16374 -5.39806 0.21690
H 5.94189 -3.37593 3.06103
C 0.24827 -3.40160 -1.08610
N -0.24508 -2.67958 -0.09265
H -2.36753 3.11486 -3.40481
H -1.73673 0.50797 4.13715
H 2.92950 -0.60212 4.27792
I -3.43433 -4.11484 -1.07704
C -0.58121 -3.28290 1.04829
H 1.11686 -0.77752 1.16560
H -0.60855 -2.29780 2.94693
C -1.42184 3.02380 1.80547
C 2.05875 -1.02215 -2.17907
C -2.24549 3.20220 -2.32686
Sb 0.68243 -2.50313 -3.01899
H -2.85709 4.02697 -1.96984
H 0.83095 -5.32123 -1.83183
C 4.50783 -1.96647 3.79771
H -3.69019 0.68604 -0.71685
C 5.02824 -2.83968 2.85625
H -3.05989 0.70460 1.47828
H -2.59192 2.28697 -1.86038
C -1.11763 -1.26743 -3.23539
H -2.50974 2.81964 3.59977
H -0.81795 0.49879 2.62031
C -3.10512 -0.43671 -2.41933
C 2.65310 -1.47231 2.33958
C -0.21562 4.80580 0.02916
H 5.29002 -0.14227 -2.58898
H 2.33020 2.66541 -0.02181
C -0.94717 4.24337 2.23548
H 0.20992 5.52787 -0.65705
C -0.77635 3.43053 -1.96502
C 3.33522 -1.28522 3.54432
H -2.17033 -2.95793 2.42368
H 4.77160 -3.68770 0.90811
N -1.30170 1.36782 0.06486
C -3.37526 1.45287 2.20410
C 3.33821 -1.02970 -2.71138
N 1.44592 -0.84668 2.13023
H -0.38808 1.62900 3.92737
H 1.14076 2.50709 -2.42180
H -1.53497 -1.48502 1.64431
*
```

## Properties
LUMO (alpha / beta) = 0.051 / -1.618 eV
HOMO-LUMO gap (alpha / beta) = 6.27 / 4.59 eV
Total energy = -63108.6664 eV

Löwdin population analysis, charges in e, atoms 1 to 5: number 1, H, carries 0.0873; number 2, C, carries -0.1436; number 3, C, carries -0.3704; number 4, Rh, carries 0.9487; number 5, C, carries -0.1420

=====

no.,maximum force (eV/Å)
1,4.31
2,1.40
3,15.00
4,4.55
5,1.76